(1)
Formula: C55H42BrN6O7RbSSi
Source: OMol25
Level of theory: the ωB97M-V functional and the def2-TZVPD basis

Last column: Löwdin charge in e.
Positions of all 114 atoms, in Å:
Rb: -10.3995 -6.5752 17.0032  0.729
O: -12.2071 -2.3534 15.3346  -0.011
C: -11.0955 -3.2137 15.5041  -0.474
O: -10.5715 -3.4174 16.5893  -0.005
C: -10.8055 -3.8962 14.1902  -0.222
C: -11.3014 -3.3212 12.9496  -0.045
C: -11.0713 -4.0279 11.8035  -0.118
C: -10.2804 -5.2078 11.8513  -0.048
C: -9.6862 -5.5339 13.0642  -0.251
N: -10.0281 -5.0013 14.2438  0.104
C: -8.7129 -6.6324 12.9884  -0.419
O: -8.6046 -7.3965 12.0439  0.073
O: -7.8488 -6.6926 14.0847  -0.131
H: -12.3272 -1.9291 16.2092  0.051
H: -11.8396 -2.3463 13.0124  0.108
H: -11.5078 -3.6461 10.8897  0.081
H: -10.0893 -5.8250 10.9790  0.094
O: -11.4957 -11.4392 18.0369  0.059
C: -11.0341 -10.3790 17.6866  -0.524
N: -11.7659 -9.2847 17.3410  0.079
C: -13.0946 -9.5142 17.2922  -0.454
O: -13.7081 -10.4198 17.9448  -0.006
C: -13.9185 -8.6311 16.4484  -0.179
C: -15.1943 -8.9639 15.9432  -0.016
C: -15.9272 -7.9626 15.3871  -0.110
C: -15.4737 -6.6546 15.3134  -0.088
C: -14.1990 -6.4037 15.7896  -0.134
N: -13.4382 -7.3709 16.3375  0.090
C: -9.5877 -10.2099 17.6036  -0.206
C: -8.7539 -11.3003 17.2968  -0.012
C: -7.4137 -11.1333 17.5487  -0.086
C: -6.9894 -9.9461 18.1853  -0.068
C: -7.8558 -8.8542 18.3117  -0.105
N: -9.1509 -8.9753 17.9279  0.047
H: -15.5856 -9.9458 16.1064  0.104
H: -16.8822 -8.2962 15.0368  0.090
H: -16.1418 -5.8477 14.9394  0.104
H: -13.8066 -5.3358 15.7896  0.126
H: -9.2222 -12.2243 17.1043  0.097
H: -6.6593 -11.8455 17.2071  0.098
H: -6.0320 -10.0058 18.7026  0.092
H: -7.5372 -7.8786 18.5958  0.086
Br: -13.6433 -9.1811 24.5385  0.602
C: -12.2708 -8.5001 23.4004  -0.723
C: -12.0965 -9.0657 22.1095  -0.143
C: -11.2715 -8.4240 21.1968  -0.017
C: -10.4476 -7.3460 21.6015  -0.322
C: -10.4772 -6.9144 22.9333  -0.055
C: -11.4524 -7.4253 23.7924  -0.160
N: -9.6069 -6.8143 20.6751  0.054
C: -8.8805 -5.7829 20.9054  -0.166
C: -7.9955 -5.2315 19.8309  -0.310
C: -6.7017 -4.7406 20.1451  -0.055
C: -5.8226 -4.5622 19.1119  -0.138
C: -6.2624 -4.7484 17.8233  -0.122
C: -7.6311 -4.9734 17.6175  -0.181
N: -8.4467 -5.2714 18.6200  0.010
H: -12.7087 -9.8664 21.7494  0.086
H: -11.3091 -8.6801 20.0755  0.131
H: -9.7969 -6.1623 23.2866  0.070
H: -11.5089 -7.1606 24.8406  0.077
H: -8.8052 -5.3448 21.8956  0.071
H: -6.4180 -4.6958 21.2066  0.103
H: -4.7392 -4.3963 19.2693  0.101
H: -5.5991 -4.7009 16.9287  0.077
H: -8.0878 -4.8771 16.6152  0.086
C: -3.6160 -5.4445 10.4081  -0.117
C: -3.6006 -4.7374 11.5893  -0.112
C: -4.4589 -5.1308 12.5933  -0.110
C: -5.3412 -6.2047 12.4297  -0.267
C: -5.4449 -6.8243 11.2036  -0.081
C: -4.5564 -6.4442 10.1503  -0.067
Si: -6.1626 -6.9619 13.9506  0.748
C: -5.7297 -8.8037 13.7586  -0.242
C: -4.4208 -9.1812 13.7439  -0.140
C: -3.9959 -10.4902 13.7577  -0.072
C: -4.9798 -11.5190 13.7399  -0.109
C: -6.2601 -11.1656 13.8124  -0.129
C: -6.6629 -9.8556 13.6479  -0.054
H: -2.9070 -5.1754 9.6275  0.093
H: -2.8809 -3.9661 11.8025  0.095
H: -4.4108 -4.5151 13.4977  0.104
H: -6.2288 -7.5862 11.0047  0.114
H: -4.6646 -6.9397 9.1869  0.095
H: -5.6472 -6.2709 15.1879  0.031
H: -3.6744 -8.4535 13.8163  0.084
H: -2.9256 -10.7833 13.6939  0.105
H: -4.7103 -12.5357 13.9130  0.090
H: -7.0350 -11.9210 13.9608  0.113
H: -7.7326 -9.5908 13.4462  0.123
O: -12.1761 -4.7517 19.0853  -0.486
S: -12.5640 -3.7444 20.0895  0.990
C: -14.2020 -4.0563 20.6750  -0.351
C: -14.9914 -3.0570 21.2615  -0.096
C: -16.1070 -3.3820 21.9263  -0.098
C: -16.5450 -4.7220 21.9638  -0.080
C: -15.7877 -5.7142 21.3854  -0.067
C: -14.6393 -5.3645 20.7086  -0.062
C: -12.7327 -2.1134 19.4266  -0.395
C: -13.4234 -1.8334 18.2536  -0.072
C: -13.5117 -0.5209 17.8051  -0.091
C: -12.9808 0.4966 18.6016  -0.101
C: -12.2589 0.2340 19.7726  -0.068
C: -12.1981 -1.1184 20.2105  -0.090
H: -14.6434 -2.0390 21.1292  0.103
H: -16.7326 -2.6345 22.3746  0.095
H: -17.4684 -4.9518 22.4003  0.078
H: -16.0900 -6.7734 21.3712  0.123
H: -14.0328 -6.0786 20.1491  0.120
H: -13.7626 -2.6239 17.5962  0.124
H: -14.0713 -0.2686 16.8868  0.120
H: -13.2352 1.5456 18.2826  0.111
H: -11.8346 1.0944 20.3418  0.109
H: -11.7755 -1.3249 21.2083  0.117

As for the HOMO energy (spin up / spin down): 0.0176 / -0.0073 Ha. As for the net charge: -2.



(2)
Formula: C55H44CoN6O2P
Source: OMol25
Level of theory: the ωB97M-V functional and the def2-TZVPD basis

Last column: Löwdin charge in e.
Positions of all 109 atoms, in Å:
Co: -0.0338 0.8736 0.0157  0.596
C: 2.7491 -3.4548 -0.1821  -0.004
N: 2.6036 -2.0029 -0.2683  -0.044
C: 1.4680 -1.2906 -0.0924  -0.399
N: 1.7441 0.0116 -0.1956  0.055
C: 3.0680 0.1494 -0.4751  -0.128
C: 3.6288 -1.1090 -0.5184  -0.090
C: 5.0224 -1.5379 -0.7353  -0.192
C: 6.0408 -1.0050 0.0501  -0.022
C: 7.3559 -1.3868 -0.1642  -0.060
C: 7.6634 -2.3039 -1.1598  -0.068
C: 6.6538 -2.8319 -1.9530  -0.065
C: 5.3389 -2.4453 -1.7449  -0.042
C: 3.6685 1.4729 -0.7072  -0.160
C: 3.1872 2.5718 0.0000  -0.023
C: 3.6982 3.8351 -0.2532  -0.051
C: 4.7003 4.0006 -1.1987  -0.067
C: 5.1869 2.9050 -1.9003  -0.067
C: 4.6679 1.6425 -1.6629  -0.028
P: -0.0567 -2.0136 0.6764  1.200
C: -1.5861 -1.2474 -0.0544  -0.405
N: -1.8225 0.0377 -0.3077  0.071
C: -3.1649 0.1909 -0.4970  -0.126
C: -3.7661 -1.0359 -0.3252  -0.093
N: -2.7512 -1.9321 -0.0342  -0.045
C: -2.9403 -3.3492 0.2750  -0.006
C: -5.1852 -1.4301 -0.3957  -0.201
C: -5.6127 -2.3937 -1.3077  -0.043
C: -6.9526 -2.7419 -1.3801  -0.065
C: -7.8754 -2.1201 -0.5495  -0.068
C: -7.4563 -1.1502 0.3506  -0.060
C: -6.1157 -0.8064 0.4302  -0.021
C: -3.7415 1.4813 -0.9155  -0.150
C: -4.8289 1.5313 -1.7846  -0.022
C: -5.3202 2.7558 -2.2091  -0.065
C: -4.7223 3.9350 -1.7832  -0.068
C: -3.6304 3.8887 -0.9285  -0.053
C: -3.1467 2.6658 -0.4902  -0.024
C: -0.0116 -0.9320 2.1434  -0.421
N: -0.0332 0.3839 1.9842  0.084
C: 0.2047 0.9542 3.2073  -0.125
C: 0.3503 -0.0588 4.1281  -0.098
N: 0.2159 -1.2455 3.4317  -0.036
C: 0.2609 -2.5818 4.0144  0.007
C: 0.5312 -0.0006 5.5900  -0.190
C: 1.6124 -0.6255 6.2066  -0.041
C: 1.7789 -0.5400 7.5808  -0.067
C: 0.8719 0.1800 8.3453  -0.069
C: -0.2013 0.8144 7.7341  -0.059
C: -0.3742 0.7229 6.3623  -0.018
C: 0.3196 2.4082 3.4129  -0.167
C: -0.5269 3.2823 2.7437  -0.032
C: -0.3859 4.6516 2.9046  -0.052
C: 0.5922 5.1534 3.7491  -0.069
C: 1.4382 4.2840 4.4275  -0.069
C: 1.3057 2.9161 4.2583  -0.029
H: 2.0287 -3.8480 0.5296  0.062
H: 3.7548 -3.6780 0.1609  0.101
H: 2.5863 -3.9155 -1.1541  0.101
H: 5.7998 -0.2835 0.8209  0.126
H: 8.1437 -0.9673 0.4469  0.111
H: 8.6903 -2.6021 -1.3237  0.109
H: 6.8895 -3.5347 -2.7408  0.109
H: 4.5583 -2.8337 -2.3884  0.117
H: 2.3909 2.4516 0.7234  0.099
H: 3.2977 4.6886 0.2767  0.115
H: 5.0927 4.9887 -1.4002  0.108
H: 5.9602 3.0376 -2.6454  0.107
H: 5.0313 0.7921 -2.2265  0.116
H: -3.9926 -3.5060 0.4877  0.095
H: -2.3572 -3.6203 1.1510  0.069
H: -2.6455 -3.9676 -0.5704  0.103
H: -4.8974 -2.8585 -1.9766  0.121
H: -7.2776 -3.4896 -2.0911  0.109
H: -8.9216 -2.3889 -0.6076  0.109
H: -8.1766 -0.6605 0.9921  0.111
H: -5.7863 -0.0449 1.1262  0.126
H: -5.2837 0.6165 -2.1427  0.114
H: -6.1634 2.7887 -2.8863  0.107
H: -5.0998 4.8893 -2.1261  0.108
H: -3.1419 4.8000 -0.6086  0.115
H: -2.2804 2.6359 0.1579  0.081
H: -0.2753 -2.5702 4.9599  0.106
H: 1.2894 -2.8906 4.1895  0.096
H: -0.2172 -3.2807 3.3327  0.074
H: 2.3433 -1.1578 5.6092  0.115
H: 2.6239 -1.0239 8.0521  0.109
H: 1.0039 0.2518 9.4166  0.109
H: -0.9052 1.3826 8.3272  0.111
H: -1.2057 1.2241 5.8827  0.126
H: -1.2827 2.8958 2.0748  0.093
H: -1.0298 5.3247 2.3551  0.113
H: 0.7038 6.2227 3.8717  0.107
H: 2.2098 4.6725 5.0789  0.106
H: 1.9798 2.2421 4.7725  0.116
O: 0.1077 4.7769 -1.1579  0.058
C: -0.0172 3.5656 -1.1555  -0.595
O: 0.0928 2.8209 -0.1026  -0.139
C: -0.3298 2.8609 -2.4660  -0.121
C: -0.2100 1.4929 -2.6320  -0.063
C: -0.5693 0.8344 -3.7955  -0.068
C: -1.0642 1.5898 -4.8502  -0.078
C: -1.1823 2.9691 -4.7177  -0.059
C: -0.8153 3.6007 -3.5393  -0.006
H: 0.2432 0.8897 -1.8369  0.058
H: -0.4639 -0.2394 -3.8810  0.104
H: -1.3538 1.1063 -5.7741  0.104
H: -1.5686 3.5564 -5.5405  0.107
H: -0.9044 4.6720 -3.4177  0.123

As for the HOMO energy (spin up / spin down): -0.3834 / -0.3834 Ha. The multiplicity is 2. As for the net charge: +1.



In kJ/mol, the relative energy (zero: lowest compared OMol25 entry of this formula, charge and spin) values for the records above are, in order, 75.6; 142.6.
In g/mol, the molecular weight values for the records above are, in order, 1124.50; 910.90.